Computed, not measured: a 2-piece molecular cluster, C10H12N4 overall in a non-equilibrium geometry, with the ωB97M-V functional and the def2-TZVPD basis.

Relative energy (zero: lowest compared OMol25 entry of this formula, charge and spin)   550.00 kJ/mol
Gap between HOMO and LUMO (spin up / spin down)   8.12 / 6.88 eV
Net charge   0
LUMO energy (spin up / spin down)   -0.13 / 0.21 eV
HOMO (spin up / spin down)   -8.2 / -6.7 eV

Last column: Löwdin charge in e.
Cartesian coordinates (Å):
C1 3.557 0.385 0.278  -0.0858
C2 -1.599 -2.547 2.034  -0.0846
C3 3.125 -0.948 0.116  -0.1494
C4 -2.266 -1.534 2.759  -0.1518
C5 2.483 1.020 0.896  -0.0838
C6 -0.408 -2.045 1.592  -0.0257
C7 -0.577 1.154 -1.539  -0.2799
C8 -0.892 1.518 -0.373  0.0528
C9 -1.197 1.607 -2.875  -0.0758
C10 0.337 0.218 1.749  -0.0593
N1 1.893 -1.076 0.572  0.0284
N2 -1.592 -0.402 2.655  0.0712
N3 1.515 0.091 1.062  -0.1378
N4 -0.558 -0.737 1.945  -0.1810
H1 4.256 0.939 -0.384  0.1053
H2 -2.104 -3.490 1.839  0.0913
H3 3.630 -1.869 -0.362  0.1343
H4 -3.233 -1.521 3.402  0.1339
H5 2.426 2.108 1.280  0.1550
H6 0.489 -2.303 1.063  0.0862
H7 0.166 0.442 -1.570  0.0568
H8 -1.652 2.274 0.089  0.0837
H9 -0.497 2.136 -3.475  0.0567
H10 -1.355 0.687 -3.423  0.0668
H11 -2.100 2.123 -2.701  0.0541
H12 0.297 1.137 2.331  0.1384

---

Computed, not measured: an isolated ion of composition C10H12N5 and charge +1 in a non-equilibrium geometry, with the ωB97M-V functional and the def2-TZVPD basis.

Relative energy (zero: lowest compared OMol25 entry of this formula, charge and spin)   681.83 kJ/mol
Gap between HOMO and LUMO   6.61 eV
Net charge   +1
LUMO energy   -4.78 eV
HOMO   -11.4 eV

Last column: Löwdin charge in e.
Cartesian coordinates (Å):
C1 -3.369 -0.648 -0.758  -0.0939
C2 -3.422 1.000 0.671  -0.0539
C3 -2.503 0.227 -0.038  -0.1889
C4 0.300 -2.096 0.947  -0.2155
C5 0.852 1.668 -0.171  0.0443
C6 -1.087 0.320 -0.204  0.0412
C7 0.711 -1.278 -1.122  0.0939
C8 0.144 -2.540 -0.502  -0.1566
C9 1.500 -0.594 -0.053  -0.4197
C10 3.120 1.153 -0.354  -0.0268
N1 -4.575 -0.411 -0.459  0.0621
N2 1.003 -1.117 1.272  0.1038
N3 -4.609 0.544 0.436  0.0263
N4 1.789 0.763 -0.207  -0.0682
N5 -0.477 1.456 0.157  0.0958
H1 -3.210 -1.188 -1.641  0.1180
H2 -3.220 1.973 1.244  0.1645
H3 -0.157 -2.749 1.779  0.1465
H4 1.196 2.671 -0.180  0.1578
H5 0.999 -3.183 -0.543  0.1198
H6 -0.743 -3.039 -0.848  0.1091
H7 2.538 -1.144 -0.143  0.1938
H8 3.372 2.139 0.000  0.1004
H9 3.748 0.513 0.272  0.1114
H10 3.581 1.040 -1.441  0.1692
H11 -5.525 0.798 0.827  0.1951
H12 -1.124 2.263 0.295  0.1705

---

Computed, not measured: C10H12NO2 as an isolated structure in a non-equilibrium geometry, with the ωB97M-V functional and the def2-TZVPD basis.

Relative energy (zero: lowest compared OMol25 entry of this formula, charge and spin)   67.32 kJ/mol
Gap between HOMO and LUMO   9.67 eV
Net charge   +1
LUMO energy   -3.62 eV
HOMO   -13.3 eV

Last column: Löwdin charge in e.
Cartesian coordinates (Å):
C1 3.508 0.367 0.341  -0.0404
C2 2.815 1.506 0.001  -0.0337
C3 2.822 -0.812 0.567  -0.0498
C4 1.431 1.463 -0.129  0.0127
C5 1.444 -0.873 0.455  -0.0178
C6 0.723 0.281 0.131  -0.1647
C7 -1.596 1.511 0.023  -0.4353
C8 -1.783 -0.326 0.873  -0.2263
C9 -0.749 0.216 -0.135  -0.1897
C10 -2.782 -1.423 0.502  0.0250
N1 -1.071 -0.269 -1.570  0.3034
O1 -1.633 2.592 -0.455  0.2123
O2 -2.305 0.993 1.019  0.1560
H1 4.602 0.428 0.274  0.1314
H2 3.389 2.289 -0.281  0.0850
H3 3.372 -1.675 0.670  0.0900
H4 0.915 2.343 -0.354  0.1005
H5 0.842 -1.789 0.682  0.1370
H6 -1.344 -0.661 1.728  0.1271
H7 -2.940 -2.098 1.338  0.1004
H8 -2.472 -2.013 -0.366  0.0802
H9 -3.720 -0.958 0.312  0.0917
H10 -0.478 0.051 -2.317  0.1791
H11 -1.944 0.162 -1.714  0.1478
H12 -1.044 -1.304 -1.595  0.1784

---

Computed, not measured: one molecule with the formula C10H12O in a non-equilibrium geometry, with the ωB97M-V functional and the def2-TZVPD basis.

Relative energy (zero: lowest compared OMol25 entry of this formula, charge and spin)   247.49 kJ/mol
Gap between HOMO and LUMO   9.05 eV
Net charge   0
LUMO energy   0.47 eV
Structure (SMILES)   C=C1C(=C)[C@@H]2CC[C@H]1CC2=O
HOMO   -8.6 eV

Last column: Löwdin charge in e.
Cartesian coordinates (Å):
C1 0.129 -2.038 0.816  0.0760
C2 0.383 -0.676 0.588  -0.2306
C3 1.678 -0.083 0.424  -0.2208
C4 2.689 -0.805 -0.149  0.0717
C5 1.594 1.510 0.525  -0.1522
C6 0.818 1.838 1.864  -0.1112
C7 -0.582 1.184 1.735  -0.1520
C8 -0.804 0.370 0.399  -0.1544
C9 -0.570 1.371 -0.860  -0.0356
C10 0.662 2.065 -0.515  -0.4180
O1 0.863 3.211 -0.868  0.0885
H1 -0.834 -2.607 0.865  0.0717
H2 0.878 -2.753 0.933  0.0179
H3 2.739 -1.935 -0.348  0.0885
H4 3.639 -0.346 -0.577  0.0775
H5 2.582 2.047 0.551  0.1610
H6 0.728 2.918 2.000  0.1200
H7 1.241 1.263 2.691  0.1162
H8 -1.220 1.995 1.874  0.0863
H9 -0.660 0.561 2.608  0.1056
H10 -1.838 -0.008 0.363  0.1347
H11 -1.381 2.129 -0.899  0.1388
H12 -0.562 0.959 -1.849  0.1204

---

Computed, not measured: a 2-piece molecular cluster, C10H12S2Si overall in a non-equilibrium geometry, with the ωB97M-V functional and the def2-TZVPD basis.

Gap between HOMO and LUMO   8.22 eV
Net charge   0
LUMO energy   0.19 eV
HOMO   -8.0 eV

Last column: Löwdin charge in e.
Cartesian coordinates (Å):
C1 2.643 -2.504 1.109  -0.2377
C2 -3.368 -0.711 0.981  -0.1515
C3 1.395 -1.838 0.854  -0.2326
C4 -2.013 -0.239 0.844  -0.2040
C5 3.725 -1.830 0.687  -0.4303
C6 -3.911 -0.725 -0.255  -0.4931
C7 1.570 -0.595 0.211  -0.4819
C8 -1.667 0.164 -0.421  -0.6175
C9 0.508 1.654 -2.486  -0.2049
C10 0.199 2.645 0.467  -0.1846
Si1 -0.169 1.180 -0.773  0.7697
S1 3.245 -0.367 -0.206  0.8415
S2 -2.953 -0.277 -1.559  0.9837
H1 2.924 -3.328 1.696  0.0792
H2 -3.932 -1.139 1.825  0.1162
H3 0.424 -2.072 1.171  0.0478
H4 -1.283 -0.217 1.613  0.0898
H5 4.736 -2.222 0.704  0.0591
H6 -4.891 -1.178 -0.492  0.0796
H7 -0.291 1.882 -3.292  0.0636
H8 1.287 2.429 -2.234  0.0468
H9 1.025 0.805 -2.882  0.0009
H10 1.039 2.352 1.001  -0.0251
H11 0.231 3.687 0.077  0.0422
H12 -0.474 2.441 1.356  0.0432

---

Computed, not measured: one molecule with the formula C10H12SSi in a non-equilibrium geometry, with the ωB97M-V functional and the def2-TZVPD basis.

Relative energy (zero: lowest compared OMol25 entry of this formula, charge and spin)   260.33 kJ/mol
Gap between HOMO and LUMO (spin up / spin down)   8.10 / 5.94 eV
Net charge   0
LUMO energy (spin up / spin down)   -0.24 / -1.83 eV
HOMO (spin up / spin down)   -8.3 / -7.8 eV

Last column: Löwdin charge in e.
Cartesian coordinates (Å):
C1 2.707 1.424 0.832  -0.1141
C2 3.521 0.356 0.700  -0.0863
C3 1.380 1.334 0.469  -0.0938
C4 3.025 -0.752 -0.001  -0.1255
C5 0.842 0.152 -0.069  -0.3119
C6 1.713 -0.823 -0.456  -0.6851
C7 -1.346 -1.674 0.285  -0.0975
C8 -1.921 -2.635 0.970  -0.0522
C9 -1.819 0.516 -2.132  -0.1881
C10 -2.332 1.134 0.679  -0.1515
Si1 -1.021 0.032 -0.430  0.6367
S1 1.300 -2.380 -1.274  0.6650
H1 3.165 2.378 1.209  0.1251
H2 4.497 0.378 1.134  0.1027
H3 0.673 2.138 0.535  0.0901
H4 3.674 -1.563 -0.208  0.0782
H5 -1.731 -3.658 0.870  0.0366
H6 -2.692 -2.363 1.692  0.0639
H7 -2.483 1.406 -1.886  0.0171
H8 -1.069 0.923 -2.935  0.0633
H9 -2.401 -0.291 -2.564  0.0117
H10 -2.940 0.443 1.236  0.0009
H11 -1.815 1.755 1.371  -0.0077
H12 -2.928 1.772 -0.027  0.0224

---

Computed, not measured: one molecule with the formula C10H12Si2 in a non-equilibrium geometry, with the ωB97M-V functional and the def2-TZVPD basis.

Relative energy (zero: lowest compared OMol25 entry of this formula, charge and spin)   58.24 kJ/mol
Gap between HOMO and LUMO   8.38 eV
Net charge   0
LUMO energy   0.40 eV
Structure (SMILES)   C1=C\C=[SiH]/[C@H]2C=C[Si@H](C=C2)\C=C/1
HOMO   -8.0 eV

Last column: Löwdin charge in e.
Cartesian coordinates (Å):
C1 0.750 0.279 2.221  -0.1098
C2 -0.610 0.385 2.347  -0.2658
C3 -1.463 1.159 1.554  -0.3064
Si1 -1.916 0.880 -0.107  0.8614
C4 -1.540 -0.635 -1.190  -0.4581
C5 -0.673 -1.531 -0.418  -0.2324
C6 0.657 -1.704 -0.350  -0.2098
Si2 1.660 -0.461 -1.111  0.6583
C7 0.394 0.175 -2.512  -0.1167
C8 -0.920 -0.088 -2.411  -0.2314
C9 2.233 0.809 0.174  -0.1604
C10 1.768 0.996 1.409  -0.1559
H1 1.036 -0.465 2.936  0.0884
H2 -0.987 -0.273 3.121  0.1004
H3 -1.880 2.051 2.134  0.0744
H4 -3.114 1.522 -0.531  -0.0565
H5 -2.473 -1.178 -1.370  0.1133
H6 -1.271 -2.339 0.176  0.1408
H7 0.987 -2.578 0.274  0.0903
H8 2.757 -0.958 -1.782  -0.0425
H9 0.933 0.559 -3.266  -0.0026
H10 -1.691 0.236 -3.203  0.1296
H11 3.055 1.424 0.028  0.0244
H12 2.306 1.734 1.881  0.0671

---

Computed, not measured: C10H13CeN2O5S as an isolated structure in a non-equilibrium geometry, with the ωB97M-V functional and the def2-TZVPD basis.

Relative energy (zero: lowest compared OMol25 entry of this formula, charge and spin)   304.21 kJ/mol
Gap between HOMO and LUMO (spin up / spin down)   4.80 / 4.80 eV
Net charge   +3
LUMO energy (spin up / spin down)   -15.80 / -15.79 eV
HOMO (spin up / spin down)   -20.6 / -20.6 eV

Last column: Löwdin charge in e.
Cartesian coordinates (Å):
O1 -1.110 -1.394 -1.547  0.0701
C1 -0.846 -0.110 -1.558  -0.3406
Ce1 -2.363 -0.285 -0.104  1.4684
C2 -0.501 -0.095 1.236  -0.1657
O2 -1.410 -0.518 2.004  0.0466
C3 1.707 0.692 0.437  -0.0935
O3 1.361 1.712 -0.133  0.1167
C4 -0.125 0.811 -2.149  0.0438
O4 0.435 1.677 -2.715  0.4449
C5 0.917 0.054 1.529  -0.2518
O5 1.451 -0.276 2.582  0.2992
H1 2.610 0.203 0.259  0.1476
C6 -6.062 0.521 1.806  -0.0360
C7 -4.857 1.298 2.299  -0.2021
N1 -4.191 1.949 1.152  0.0278
C8 -2.901 2.361 1.145  -0.7492
S1 -2.051 2.419 -0.344  0.9294
N2 -2.277 2.572 2.335  0.0568
C9 -2.849 3.444 3.387  -0.1885
C10 -2.581 2.864 4.760  -0.0505
H2 -6.804 1.186 1.346  0.1116
H3 -6.539 0.037 2.664  0.1153
H4 -5.792 -0.260 1.082  0.0773
H5 -5.154 2.072 3.019  0.1349
H6 -4.128 0.643 2.804  0.1332
H7 -4.648 1.906 0.235  0.1507
H8 -1.266 2.715 2.243  0.1566
H9 -2.370 4.429 3.292  0.1504
H10 -3.918 3.574 3.197  0.1158
H11 -1.560 3.098 5.081  0.0953
H12 -3.272 3.305 5.486  0.1051
H13 -2.710 1.776 4.774  0.0802

---

Computed, not measured: C10H13ClHfI2N2OP as an isolated structure in a non-equilibrium geometry, with the ωB97M-V functional and the def2-TZVPD basis.

Relative energy (zero: lowest compared OMol25 entry of this formula, charge and spin)   0.00 kJ/mol
Gap between HOMO and LUMO (spin up / spin down)   3.67 / 3.68 eV
Net charge   +3
LUMO energy (spin up / spin down)   -15.92 / -15.92 eV
HOMO (spin up / spin down)   -19.6 / -19.6 eV

Last column: Löwdin charge in e.
Cartesian coordinates (Å):
I1 -1.952 -1.664 -0.893  0.8151
I2 -1.836 1.550 -0.802  0.7934
Hf1 0.440 -0.137 -0.167  0.8318
P1 0.580 -0.009 -2.856  0.5275
C1 -1.011 -0.018 -3.749  -0.3617
C2 1.320 1.453 -3.647  -0.2268
H1 2.394 -1.545 -3.347  0.0586
H2 1.513 -1.019 -4.820  0.0827
H3 0.807 -2.256 -3.726  0.0650
C3 1.408 -1.344 -3.775  -0.2251
H4 2.286 1.691 -3.194  0.0600
H5 1.467 1.237 -4.713  0.0836
H6 -0.872 -0.058 -4.835  0.0910
H7 -1.597 0.861 -3.470  -0.0229
H8 0.666 2.321 -3.537  0.0608
H9 -1.589 -0.887 -3.425  -0.0488
C4 -3.933 -0.028 1.894  -0.0117
O1 -4.770 -0.456 1.242  0.0254
Cl1 2.776 -0.141 -0.339  0.1729
N1 -0.227 0.117 7.452  0.2718
C5 -0.106 0.079 6.285  -0.0943
C6 0.085 0.063 4.850  -0.1414
C7 -0.781 -0.689 4.073  0.0385
C8 -0.565 -0.784 2.712  -0.1366
N2 0.430 -0.123 2.067  -0.1830
C9 1.193 0.734 2.807  -0.0849
C10 1.082 0.817 4.196  0.0734
H10 -1.629 -1.220 4.507  0.1565
H11 -1.210 -1.365 2.041  0.0488
H12 1.928 1.361 2.325  0.1156
H13 1.701 1.462 4.846  0.1650

---

Which molar mass belongs to each record? In order, 188.2, 202.2, 178.2, 148.2, 224.4, 192.4, 188.4, 413.4, 676.0 g/mol.